No. 1
Density functional theory data (ωB97M-V/def2-TZVPD) for a 13-piece molecular cluster, C57H115NO25S12 overall at a distorted geometry.

XYZ file:
```
210
Properties=species:S:1:pos:R:3
C -1.602 -5.174 2.536
C -2.557 -4.658 3.617
C -3.288 -5.863 4.274
S -2.146 -7.316 4.106
O -2.889 -8.315 3.331
O -1.533 -7.549 5.397
C -0.865 -6.413 3.038
H -0.865 -4.485 2.125
H -2.259 -5.333 1.681
H -3.223 -3.832 3.367
H -1.926 -4.221 4.390
H -4.093 -5.988 3.550
H -3.691 -5.838 5.287
H -0.437 -7.143 2.351
H -0.072 -6.207 3.757
C 3.512 -0.076 3.653
C 3.415 1.159 4.565
C 2.150 0.958 5.403
S 0.940 0.496 4.089
O 0.703 1.728 3.293
O -0.185 -0.313 4.634
C 2.070 -0.573 3.118
H 4.031 -0.930 4.087
H 4.102 0.251 2.797
H 3.368 2.131 4.075
H 4.261 1.253 5.246
H 1.808 1.821 5.973
H 2.139 0.038 5.987
H 1.735 -0.508 2.082
H 1.903 -1.609 3.412
C 2.435 -6.361 -0.660
C 1.680 -5.916 0.617
C 2.764 -5.432 1.630
S 4.027 -4.522 0.669
O 5.329 -4.747 1.190
O 3.496 -3.152 0.616
C 3.607 -5.323 -0.950
H 1.664 -6.519 -1.413
H 2.757 -7.399 -0.584
H 0.899 -6.559 1.023
H 1.235 -4.951 0.373
H 3.227 -6.373 1.928
H 2.426 -4.866 2.498
H 4.522 -5.832 -1.253
H 3.400 -4.596 -1.736
C -2.920 7.021 3.132
C -1.949 5.804 3.440
C -1.406 5.294 2.161
S -2.947 5.323 1.095
O -3.892 4.281 1.390
O -2.628 5.470 -0.319
C -3.540 6.928 1.682
H -2.355 7.946 3.242
H -3.693 7.038 3.900
H -2.506 4.995 3.912
H -1.179 6.027 4.179
H -0.993 4.286 2.163
H -0.718 5.949 1.626
H -4.613 7.036 1.521
H -3.029 7.588 0.981
C 0.649 4.707 -4.311
C 1.332 3.654 -5.194
C 0.243 2.809 -5.846
S -1.250 2.808 -4.819
O -1.455 1.501 -4.093
O -2.366 3.468 -5.535
C -0.589 4.077 -3.703
H 0.199 5.546 -4.841
H 1.299 5.150 -3.557
H 1.831 2.974 -4.503
H 2.042 3.997 -5.947
H 0.511 1.780 -6.084
H -0.073 3.263 -6.786
H -0.215 3.467 -2.881
H -1.378 4.599 -3.162
C 0.419 -1.641 -6.517
C -0.948 -2.069 -6.123
C -0.731 -3.088 -5.054
S 0.590 -4.124 -5.696
O 0.101 -5.259 -6.517
O 1.599 -4.396 -4.668
C 1.168 -2.922 -6.897
H 0.918 -1.070 -5.734
H 0.545 -1.014 -7.399
H -1.558 -2.504 -6.915
H -1.415 -1.156 -5.755
H -1.527 -3.726 -4.671
H -0.377 -2.591 -4.151
H 0.903 -3.212 -7.914
H 2.251 -2.926 -7.021
C 4.881 -0.425 -3.175
C 6.314 -0.245 -3.682
C 7.106 -1.549 -3.509
S 5.855 -2.960 -3.453
O 5.725 -3.648 -2.164
O 5.983 -3.725 -4.670
C 4.391 -1.762 -3.681
H 4.236 0.416 -3.432
H 4.905 -0.399 -2.086
H 6.914 0.537 -3.215
H 6.400 0.007 -4.739
H 7.417 -1.560 -2.465
H 7.931 -1.948 -4.100
H 3.492 -2.210 -3.258
H 4.258 -1.821 -4.761
C 3.393 3.797 -0.794
C 4.944 3.799 -0.798
C 5.412 4.882 0.204
S 4.165 4.841 1.628
O 3.549 6.154 1.749
O 4.787 4.155 2.768
C 2.966 3.676 0.712
H 2.962 2.958 -1.341
H 3.136 4.757 -1.243
H 5.437 3.901 -1.764
H 5.304 2.850 -0.399
H 5.333 5.899 -0.181
H 6.454 4.803 0.515
H 1.943 3.960 0.959
H 3.104 2.736 1.246
C -3.670 2.520 5.342
C -2.497 1.667 4.724
C -3.205 0.264 4.465
S -4.727 0.766 3.580
O -5.877 -0.119 3.919
O -4.343 0.975 2.201
C -4.832 2.448 4.383
H -3.357 3.562 5.411
H -3.823 2.164 6.360
H -1.606 1.662 5.352
H -2.181 2.044 3.751
H -3.645 -0.167 5.364
H -2.755 -0.553 3.901
H -5.774 2.466 4.932
H -4.854 3.112 3.519
C -4.860 2.974 -2.071
C -5.481 2.047 -0.986
C -6.852 1.578 -1.465
S -7.586 3.057 -2.324
O -8.490 3.869 -1.503
O -7.967 2.609 -3.672
C -5.979 3.980 -2.444
H -4.546 2.432 -2.963
H -3.955 3.455 -1.699
H -5.448 2.512 -0.001
H -4.808 1.191 -0.951
H -7.603 1.232 -0.755
H -6.730 0.784 -2.203
H -5.981 4.611 -1.556
H -5.793 4.406 -3.430
C 6.646 -0.239 0.501
C 6.082 -1.500 1.136
C 6.892 -1.873 2.304
S 7.522 -0.325 3.076
O 8.977 -0.227 3.264
O 6.663 -0.091 4.216
C 6.937 0.723 1.669
H 6.034 0.170 -0.303
H 7.576 -0.537 0.016
H 6.081 -2.330 0.430
H 5.003 -1.432 1.279
H 7.739 -2.418 1.888
H 6.458 -2.499 3.085
H 7.634 1.513 1.391
H 5.968 1.067 2.031
C -5.790 -1.822 0.657
C -6.187 -3.114 -0.230
C -7.651 -2.894 -0.685
S -8.564 -1.978 0.535
O -9.291 -2.826 1.446
O -9.208 -0.855 -0.112
C -7.018 -1.399 1.412
H -5.454 -1.090 -0.078
H -4.892 -1.759 1.270
H -6.076 -3.978 0.426
H -5.387 -3.274 -0.954
H -8.160 -3.789 -1.039
H -7.722 -2.225 -1.543
H -7.191 -1.850 2.389
H -7.120 -0.314 1.381
C 0.683 -0.117 -2.399
C 0.919 0.197 -0.948
C 0.425 1.615 -0.509
C -1.027 1.915 -0.380
C -1.596 0.883 0.555
C -1.246 -0.602 0.222
N 0.226 -0.762 -0.041
O 0.643 -2.136 -0.195
C -1.620 -1.409 1.518
C -2.166 -0.961 -0.946
C 2.442 0.127 -0.716
H 1.252 -0.952 -2.807
H 0.816 0.816 -2.947
H -0.395 -0.173 -2.551
H 0.994 1.881 0.383
H 0.736 2.297 -1.301
H -1.678 1.987 -1.250
H -1.082 2.910 0.061
H -2.679 0.969 0.465
H -1.264 1.071 1.576
H -1.654 -2.480 1.318
H -0.881 -1.239 2.301
H -2.592 -1.088 1.891
H -2.249 -0.192 -1.714
H -2.093 -1.904 -1.487
H -3.168 -1.164 -0.567
H 2.556 0.364 0.342
H 3.038 0.859 -1.261
H 2.860 -0.880 -0.716
H 1.510 -2.126 0.218
```

The spin multiplicity is 2. As for the net charge: +1. The LUMO energy (alpha / beta) is -2.454 / -6.696 eV. The total energy is -8954.22132 hartree.

No. 2
Density functional theory data (ωB97M-V/def2-TZVPD) for a 13-piece molecular cluster, C57H146N6O19 overall at a distorted geometry.

XYZ file:
```
228
Properties=species:S:1:pos:R:3
C -4.305 -0.680 0.759
C -5.687 -0.463 0.066
C -6.941 -0.648 0.911
O -5.608 0.886 -0.382
H -4.151 0.006 1.592
H -3.614 -0.475 -0.059
H -4.076 -1.696 1.081
H -5.802 -0.987 -0.883
H -7.200 -1.690 1.095
H -7.771 -0.048 0.536
H -6.690 -0.320 1.920
H -5.470 1.352 0.445
C 3.471 -6.187 5.532
C 4.815 -5.524 5.090
C 4.861 -4.967 3.616
O 5.130 -4.424 5.898
H 2.620 -5.506 5.516
H 3.432 -6.563 6.554
H 3.249 -6.998 4.838
H 5.749 -6.085 5.062
H 5.620 -4.232 3.349
H 3.930 -4.409 3.506
H 4.847 -5.721 2.829
H 5.913 -3.994 5.545
C -3.933 3.681 -4.689
C -4.496 5.078 -4.733
C -5.855 5.088 -3.964
O -3.644 5.822 -3.857
H -2.922 3.695 -5.097
H -4.433 2.957 -5.333
H -3.850 3.123 -3.756
H -4.618 5.631 -5.664
H -6.360 4.185 -4.309
H -6.382 5.992 -4.267
H -5.750 4.851 -2.905
H -3.341 5.308 -3.105
C 8.435 -0.563 2.647
C 8.836 0.783 2.063
C 8.807 0.938 0.595
O 8.239 1.804 2.828
H 8.845 -1.395 2.074
H 7.394 -0.740 2.917
H 8.863 -0.480 3.646
H 9.888 0.960 2.286
H 7.879 0.444 0.308
H 9.634 0.650 -0.055
H 8.766 2.027 0.550
H 7.376 1.912 2.422
C 6.713 -3.958 0.096
C 8.096 -4.416 0.594
C 8.111 -5.776 1.338
O 8.802 -4.463 -0.588
H 6.508 -3.047 -0.467
H 6.056 -4.081 0.957
H 6.262 -4.818 -0.398
H 8.443 -3.602 1.230
H 7.612 -5.737 2.307
H 9.144 -5.882 1.671
H 7.639 -6.624 0.843
H 8.358 -3.804 -1.128
C -0.174 -5.784 -0.545
C 1.066 -4.839 -0.733
C 1.781 -4.614 0.572
O 2.061 -5.438 -1.647
H -1.099 -5.259 -0.306
H 0.071 -6.644 0.078
H -0.303 -6.219 -1.536
H 0.714 -3.959 -1.272
H 2.647 -3.955 0.618
H 2.147 -5.564 0.962
H 1.116 -4.095 1.262
H 2.349 -4.740 -2.240
C -1.519 -3.676 3.755
C -1.151 -2.173 3.623
C -0.144 -1.671 4.649
O -0.715 -1.898 2.309
H -0.687 -4.296 3.421
H -2.388 -3.958 3.160
H -1.844 -3.883 4.774
H -2.073 -1.620 3.799
H 0.721 -2.332 4.713
H -0.512 -1.693 5.675
H 0.369 -0.742 4.400
H -0.778 -0.948 2.182
C -4.883 0.214 -4.595
O -5.001 0.525 -6.030
C -6.359 0.856 -6.369
C -6.737 0.655 -7.834
N -7.204 -0.673 -8.373
C -7.424 -0.723 -9.774
C -8.298 -2.038 -10.092
O -7.543 -3.213 -10.278
C -6.991 -3.315 -11.524
H -3.835 0.230 -4.297
H -5.407 -0.708 -4.344
H -5.398 1.006 -4.050
H -6.392 1.920 -6.136
H -7.106 0.376 -5.738
H -5.903 1.125 -8.356
H -7.538 1.380 -7.977
H -6.440 -1.324 -8.254
H -6.459 -0.884 -10.255
H -7.607 0.290 -10.134
H -8.994 -1.781 -10.891
H -8.867 -2.169 -9.172
H -7.773 -3.695 -12.181
H -6.304 -4.153 -11.406
H -6.462 -2.414 -11.834
C 6.079 3.911 -3.046
O 4.822 4.426 -3.285
C 3.848 4.454 -2.210
C 4.067 5.598 -1.190
N 2.903 5.842 -0.207
C 2.421 4.622 0.403
C 3.426 3.798 1.289
O 2.641 3.099 2.288
C 3.501 2.384 3.175
H 6.225 3.415 -4.005
H 6.036 3.160 -2.257
H 6.764 4.694 -2.722
H 3.761 3.610 -1.526
H 2.882 4.560 -2.704
H 4.353 6.532 -1.673
H 4.928 5.395 -0.553
H 2.173 6.222 -0.793
H 2.063 4.004 -0.420
H 1.499 4.879 0.926
H 4.224 4.398 1.726
H 3.926 3.024 0.707
H 4.350 2.111 2.548
H 3.111 1.454 3.587
H 3.938 2.954 3.996
C 2.584 1.169 -4.198
O 2.873 -0.255 -4.410
C 4.021 -0.594 -3.711
C 3.888 -2.011 -3.166
N 3.408 -3.050 -4.105
C 4.332 -3.505 -5.197
C 3.536 -4.359 -6.172
O 4.329 -5.049 -7.099
C 3.754 -6.206 -7.774
H 1.622 1.358 -4.674
H 3.308 1.896 -4.566
H 2.442 1.362 -3.134
H 4.202 0.101 -2.892
H 4.830 -0.589 -4.442
H 3.157 -1.861 -2.372
H 4.680 -2.445 -2.556
H 2.649 -2.493 -4.469
H 5.053 -4.147 -4.692
H 4.782 -2.707 -5.788
H 2.858 -3.705 -6.720
H 2.975 -5.010 -5.503
H 3.034 -5.667 -8.391
H 3.240 -6.942 -7.156
H 4.512 -6.624 -8.436
C -7.158 3.064 1.876
O -5.789 2.917 1.949
C -4.990 3.324 3.033
C -3.674 2.902 2.561
N -2.539 3.236 3.521
C -2.321 4.643 3.730
C -1.605 5.261 2.642
O -2.491 5.535 1.544
C -1.989 6.339 0.455
H -7.391 4.097 1.618
H -7.476 2.755 2.872
H -7.740 2.387 1.251
H -5.247 2.804 3.956
H -5.089 4.406 3.122
H -3.419 3.422 1.637
H -3.769 1.817 2.540
H -1.779 2.840 2.987
H -1.598 4.586 4.543
H -3.182 5.157 4.157
H -0.599 4.932 2.381
H -1.516 6.215 3.161
H -1.090 5.887 0.035
H -1.833 7.359 0.806
H -2.691 6.508 -0.361
C -0.016 2.172 5.273
O -0.352 1.391 6.384
C -1.795 1.298 6.530
C -2.114 0.413 7.716
N -3.449 0.561 8.227
C -3.714 -0.428 9.316
C -5.231 -0.408 9.763
O -6.026 -0.286 8.555
C -7.036 0.751 8.502
H 1.016 1.925 5.021
H -0.068 3.175 5.696
H -0.629 2.104 4.374
H -2.267 0.996 5.594
H -2.100 2.291 6.859
H -1.468 0.726 8.535
H -1.892 -0.632 7.499
H -4.216 0.427 7.584
H -3.076 -0.198 10.169
H -3.419 -1.437 9.026
H -5.476 0.421 10.427
H -5.365 -1.296 10.381
H -7.909 0.455 9.083
H -7.433 0.838 7.491
H -6.630 1.740 8.715
C -1.791 1.561 -2.378
O -0.761 1.783 -1.527
C -1.208 1.991 -0.177
C -0.084 2.195 0.809
N 0.600 0.935 1.253
C 1.440 0.484 0.194
C 2.446 -0.721 0.415
O 3.710 -0.311 0.966
C 4.414 -1.497 1.318
H -2.435 2.440 -2.340
H -2.396 0.693 -2.118
H -1.358 1.405 -3.366
H -1.842 1.154 0.115
H -1.778 2.912 -0.054
H -0.648 2.590 1.654
H 0.510 3.093 0.633
H 1.316 1.316 1.855
H 2.148 1.307 0.093
H 0.832 0.287 -0.689
H 2.665 -1.204 -0.537
H 1.801 -1.382 0.995
H 5.329 -1.191 1.825
H 4.654 -2.148 0.478
H 3.893 -1.955 2.159
```

The spin multiplicity is 1. As for the net charge: 0. The LUMO energy is 0.299 eV. The total energy is -4016.76757 hartree.